one.
Formula: C6H13NS
Source: OMol25
Level of theory: ωB97M-V/def2-TZVPD

Each line ends with the Mulliken charge.
Element x y z (Å)
1 C -1.17 -0.07 1.76  -1.76
2 C -0.23 0.21 0.57  0.32
3 C -0.75 1.18 -0.48  -0.06
4 S -0.70 2.91 0.04  -0.19
5 C 0.07 0.84 -1.74  -0.60
6 C 0.79 -0.42 -1.34  -0.63
7 N 0.04 -0.97 -0.22  -0.19
8 C 0.77 -1.99 0.50  -1.11
9 H -2.06 -0.54 1.39  0.40
10 H -1.42 0.87 2.24  0.43
11 H -0.73 -0.70 2.54  0.40
12 H 0.73 0.63 0.98  0.29
13 H -1.80 0.96 -0.63  0.36
14 H 0.62 2.98 0.19  0.13
15 H -0.51 0.70 -2.69  0.24
16 H 0.83 1.61 -1.97  0.21
17 H 1.85 -0.24 -1.06  0.33
18 H 0.84 -1.19 -2.14  0.37
19 H 0.96 -2.81 -0.16  0.34
20 H 1.72 -1.60 0.87  0.44
21 H 0.16 -2.36 1.35  0.29

Lowest unoccupied orbital energy (eV): 0.984
Gap between HOMO and LUMO (eV): 9.86
HOMO level (eV): -8.88
Molar mass (g/mol): 131.2



two.
Formula: C6H13NS
Source: OMol25
Level of theory: ωB97M-V/def2-TZVPD

Each line ends with the Mulliken charge.
Element x y z (Å)
1 C -0.11 1.41 0.19  -0.80
2 C 0.29 0.18 0.10  -0.47
3 C 2.08 -1.07 1.33  -1.15
4 C 2.68 0.38 -0.73  -1.84
5 C -3.60 0.00 -0.88  -0.77
6 C 1.62 -0.54 -0.09  1.08
7 N -2.91 -0.14 0.35  -0.26
8 S -1.69 -1.22 0.41  -0.10
9 H -1.16 1.63 0.36  0.30
10 H 0.59 2.18 0.04  0.32
11 H 1.19 -0.92 1.97  0.35
12 H 2.92 -0.48 1.65  0.34
13 H 2.38 -2.10 1.25  0.28
14 H 3.02 1.05 -0.06  0.50
15 H 2.16 0.85 -1.53  0.43
16 H 3.47 -0.21 -1.16  0.42
17 H -2.77 0.13 -1.53  0.29
18 H -4.21 -0.92 -1.01  0.27
19 H -4.12 1.03 -1.02  0.30
20 H 1.57 -1.47 -0.77  0.27
21 H -3.41 0.22 1.12  0.23

Lowest unoccupied orbital energy (eV): 0.605
Gap between HOMO and LUMO (eV): 8.63
HOMO level (eV): -8.02
Molar mass (g/mol): 131.2



The data favor one; the next most stable structure lies 0.1282 hartree above it.